Record 1
DFT (wB97M-V/def2-TZVPD) results for 5 unconnected molecules or ions with the total composition C24H46BF3O16S.

The geometry in XYZ format:
```
91
Properties=species:S:1:pos:R:3:mulliken_charge:R:1
C -0.1334 1.5208 -6.3816 -1.09
C -1.0271 0.6031 -5.6017 0.85
O -2.1071 0.9721 -5.3815 -0.53
O -0.5898 -0.6039 -5.2142 -0.43
C -0.0020 -0.5659 -3.8824 -0.28
C -1.0772 -0.5389 -2.8124 -0.73
C -0.6120 -0.0359 -1.4146 -0.31
C 0.8877 0.1491 -1.2335 -0.25
C 1.1218 0.9247 0.0892 -0.97
B 0.7858 2.4310 -0.0037 0.30
S 1.2040 3.5247 -1.5087 0.82
O 0.6408 4.8180 -1.3177 -0.60
O 0.7680 2.9307 -2.7411 -0.57
C 3.0731 3.7447 -1.5258 0.75
F 3.5716 2.8613 -0.6865 -0.27
F 3.5682 3.5383 -2.6789 -0.22
F 3.3583 4.9118 -1.0991 -0.21
H 0.7842 1.7598 -5.8535 0.34
H 0.0728 1.0948 -7.3569 0.32
H -0.6691 2.4359 -6.5612 0.36
H 0.5297 -1.5004 -3.8041 0.28
H 0.6637 0.2907 -3.8609 0.19
H -1.4579 -1.5476 -2.7060 0.25
H -1.9288 0.0507 -3.1132 0.25
H -0.9087 -0.7885 -0.6920 0.30
H -1.1911 0.8515 -1.1690 0.28
H 1.3564 -0.8168 -1.1006 0.42
H 1.3627 0.7275 -2.0120 0.17
H 2.1727 0.8441 0.3918 0.33
H 0.5487 0.4942 0.9038 0.32
H 0.1996 2.9965 0.8566 -0.07
C 1.6641 -3.3459 4.8412 -1.10
C 1.0645 -2.2078 4.0426 -0.24
O 0.0789 -2.6828 3.1136 -0.33
C -1.1092 -2.9867 3.6401 0.77
O -1.4218 -2.8822 4.7985 -0.56
O -1.8915 -3.4401 2.6565 -0.31
C -3.1791 -3.8873 3.0876 -0.66
H 2.0542 -4.1165 4.1752 0.30
H 2.4744 -2.9844 5.4742 0.38
H 0.9165 -3.8172 5.4777 0.31
H 1.8390 -1.7311 3.4433 0.27
H 0.6388 -1.4428 4.6924 0.34
H -3.6866 -3.1204 3.6685 0.30
H -3.0809 -4.8010 3.6720 0.30
H -3.7573 -4.0975 2.1922 0.22
C 0.4435 -6.0126 9.0411 -1.10
C 1.7920 -5.6341 9.6172 -0.18
O 2.7057 -6.7408 9.6009 -0.35
C 3.2534 -7.0166 8.4170 0.79
O 3.0603 -6.4189 7.3883 -0.55
O 4.0433 -8.0834 8.5644 -0.34
C 4.6350 -8.5503 7.3505 -0.62
H 0.0435 -6.8887 9.5536 0.32
H -0.2614 -5.1880 9.1483 0.35
H 0.5230 -6.2611 7.9835 0.29
H 1.6819 -5.3561 10.6639 0.29
H 2.2253 -4.7810 9.0950 0.29
H 5.1562 -7.7474 6.8337 0.29
H 3.8720 -8.9826 6.7046 0.29
H 5.3498 -9.3218 7.6230 0.22
C -3.0229 1.0103 -13.1680 -1.08
C -4.3044 1.2340 -12.3923 -0.19
O -4.3910 0.3696 -11.2521 -0.39
C -3.6537 0.7304 -10.1982 0.74
O -2.9539 1.7094 -10.1243 -0.56
O -3.8220 -0.1845 -9.2434 -0.33
C -3.0265 0.0332 -8.0734 -0.66
H -2.9193 -0.0423 -13.4357 0.29
H -3.0199 1.6086 -14.0794 0.35
H -2.1514 1.2835 -12.5745 0.31
H -5.1617 0.9883 -13.0169 0.29
H -4.4098 2.2745 -12.0850 0.31
H -3.1729 1.0344 -7.6793 0.36
H -1.9743 -0.1382 -8.3018 0.28
H -3.3466 -0.6841 -7.3238 0.27
C 0.8281 6.9705 1.4282 -0.87
C -0.4496 7.2976 2.1699 -0.27
O -0.6320 6.4470 3.3136 -0.35
C 0.1004 6.7535 4.3837 0.78
O 0.8710 7.6743 4.4820 -0.55
O -0.1654 5.8539 5.3376 -0.34
C 0.6119 6.0114 6.5256 -0.64
H 0.8556 5.9128 1.1662 0.08
H 0.9011 7.5587 0.5141 0.38
H 1.7046 7.1784 2.0422 0.35
H -1.3067 7.1154 1.5241 0.30
H -0.4833 8.3448 2.4706 0.33
H 0.5369 7.0253 6.9124 0.30
H 1.6531 5.7592 6.3281 0.29
H 0.2109 5.3190 7.2607 0.22
```

Calculated values
Multiplicity: 1
LUMO energy (hartree): -0.051
SMILES: CC(=O)OCCCCCBS(=O)(=O)C(F)(F)F.CCOC(=O)OC.CCOC(=O)OC.CCOC(=O)OC.CCOC(=O)OC
HOMO-LUMO gap (eV): 8.7
E_HOMO (eV): -10.112



Record 2
DFT (wB97M-V/def2-TZVPD) results for a molecular structure, C24H46BN10Ti.

The geometry in XYZ format:
```
82
Properties=species:S:1:pos:R:3:lowdin_spin:R:1
Ti -0.0078 0.0203 0.1310 1.71
N -0.7430 -1.1090 1.8663 0.02
C -0.2857 -2.4283 2.3251 0.00
C 1.1989 -2.6045 2.0100 0.00
N 1.5211 -2.1625 0.6502 0.01
C 1.1499 -3.1681 -0.3585 0.00
C -0.2620 -2.9731 -0.9106 0.00
N -0.4503 -1.5556 -1.2130 0.03
C 2.9401 -1.8057 0.5246 0.00
C 3.1339 -0.7746 -0.5781 0.00
N 2.1964 0.3280 -0.3344 0.02
H -0.5436 -0.4022 2.5668 0.00
H -1.7513 -1.1090 1.7636 0.00
H -0.8667 -3.1995 1.8243 0.00
H -0.4316 -2.5669 3.3996 0.00
H 1.4776 -3.6541 2.1745 0.00
H 1.7808 -2.0034 2.7085 0.00
H 1.2456 -4.1843 0.0426 0.00
H 1.8464 -3.0911 -1.1959 0.00
H -1.0113 -3.2907 -0.1877 0.00
H -0.3835 -3.6059 -1.7952 0.00
H -1.3788 -1.3767 -1.5826 0.00
H 0.1992 -1.2883 -1.9441 0.00
H 3.5740 -2.6826 0.3442 0.00
H 3.2642 -1.3529 1.4624 0.00
H 2.9305 -1.2049 -1.5584 0.00
H 4.1758 -0.4437 -0.5810 0.00
H 2.2592 1.0142 -1.0805 0.00
H 2.4836 0.8073 0.5167 0.00
C 3.0899 0.5590 3.9144 0.00
C 1.5793 0.7766 3.7698 0.00
C 0.9752 1.2360 5.1014 0.00
C 1.2917 1.7779 2.6873 0.01
C 1.7263 3.1130 2.6873 0.00
C 1.2244 3.6495 1.5250 0.02
N 0.5416 2.6882 0.8801 0.02
N 0.5706 1.5316 1.5835 0.02
B -0.3856 2.9059 -0.3338 0.01
N -1.7345 2.2139 -0.0734 0.01
C -2.9127 2.8567 -0.0955 0.02
C -3.9118 1.9296 0.0836 0.00
C -3.2530 0.6964 0.2038 0.02
N -1.9254 0.8845 0.1098 0.00
C -3.9360 -0.6403 0.3849 0.00
C -3.8535 -1.5115 -0.8851 0.00
C -5.4001 -0.4462 0.7863 0.00
N 0.1997 2.3455 -1.6499 0.01
C 0.6768 3.0850 -2.6667 0.00
C 0.8314 2.2620 -3.7576 0.00
C 0.3981 0.9973 -3.3220 0.00
N 0.0375 1.0576 -2.0339 0.01
C 0.2630 -0.2292 -4.1903 0.00
C -0.1480 0.1667 -5.6125 0.00
C 1.5554 -1.0528 -4.2364 0.00
H 3.2985 -0.2295 4.6393 0.00
H 3.5716 1.4735 4.2614 0.00
H 3.5472 0.2848 2.9618 0.00
H 1.1243 -0.1795 3.5049 0.00
H 1.4808 2.1333 5.4592 0.00
H 1.0885 0.4585 5.8580 0.00
H -0.0855 1.4643 4.9918 0.00
H 2.3163 3.6138 3.4359 0.00
H 1.3147 4.6459 1.1251 0.00
H -0.5597 4.0789 -0.4690 0.00
H -2.9653 3.9234 -0.2300 0.00
H -4.9672 2.1291 0.1183 0.00
H -3.4616 -1.1897 1.2049 0.00
H -3.8704 -0.8905 -1.7819 0.00
H -4.7082 -2.1866 -0.9297 0.00
H -2.9579 -2.1338 -0.8934 0.00
H -5.9642 0.0111 -0.0270 0.00
H -5.4858 0.1812 1.6732 0.00
H -5.8550 -1.4116 1.0063 0.00
H 0.8411 4.1447 -2.5617 0.00
H 1.1768 2.5440 -4.7367 0.00
H -0.5397 -0.8534 -3.7881 0.00
H 0.6691 0.6719 -6.1280 0.00
H -1.0116 0.8311 -5.5934 0.00
H -0.4094 -0.7197 -6.1906 0.00
H 2.3805 -0.4370 -4.5972 0.00
H 1.4433 -1.9022 -4.9115 0.00
H 1.8271 -1.4414 -3.2525 0.00
```

Calculated values
Multiplicity: 3
Net charge: +1
LUMO energy (alpha / beta) (hartree): -0.067 / -0.068
HOMO-LUMO gap (alpha / beta) (eV): 6.4 / 9.6
E_HOMO (alpha / beta) (eV): -8.243 / -11.401



Maximum force readings, ordered: 0.083 0.041 hartree/bohr